DFT (ωB97M-V with the def2-TZVPD basis set) results for a structure of composition C41H28N10O5PrS.

Properties
E_LUMO (alpha / beta)	-4.00 / -4.01	eV
E	-3418.151140	Ha
expectation value of S²	2.0015
HOMO-LUMO gap (alpha / beta)	5.5 / 5.5	eV
multiplicity	3
net charge	+1

Atoms and positions in Å:
Pr1 0.99544 -2.35144 -1.11204
C1 -2.95076 -1.67139 1.64884
C2 -3.99875 -2.33574 1.00325
C3 -3.79350 -2.89246 -0.25162
C4 -2.45389 -2.98420 -0.74137
N1 -1.41727 -2.57249 0.02087
C5 -1.66907 -1.92074 1.14457
C6 -2.15311 -3.72894 -1.98272
C7 -3.17277 -4.35502 -2.81944
C8 -2.80641 -5.03073 -3.97315
C9 -1.50485 -4.89318 -4.46199
C10 -0.59155 -4.17577 -3.70855
N2 -0.88833 -3.62979 -2.47577
C11 0.78492 -3.96119 -4.13958
C12 1.18209 -4.03186 -5.49903
C13 2.32353 -3.45151 -5.98305
C14 3.22075 -2.91623 -5.03395
C15 2.91885 -2.98101 -3.67252
N3 1.68540 -3.38906 -3.26445
H1 -3.09688 -1.00050 2.42886
H2 -4.99079 -2.41120 1.44524
H3 -4.66814 -3.14733 -0.85277
H4 -0.81829 -1.45512 1.75838
H5 -4.12082 -4.40179 -2.34345
H6 -3.48556 -5.62888 -4.52077
H7 -1.20482 -5.34490 -5.34871
H8 0.45768 -4.49143 -6.17120
H9 2.57153 -3.51020 -7.02421
H10 4.14112 -2.43845 -5.38734
H11 3.69016 -2.83053 -2.97887
C16 -0.99285 10.62626 4.38203
O1 -1.92629 9.92802 3.56663
C17 -1.63768 8.70180 3.17785
C18 -1.96006 8.42630 1.82857
C19 -1.82351 7.14157 1.37425
C20 -1.14122 6.20990 2.21666
C21 -0.69364 6.58330 3.51807
C22 -1.00655 7.79278 3.99405
C23 -0.81726 4.88353 1.80511
N4 0.06585 4.00232 2.34325
C24 0.12675 2.98816 1.46803
C25 -0.76791 3.12711 0.35104
N5 -1.27694 4.40241 0.55197
C26 -1.06030 2.12372 -0.54852
C27 -2.09524 2.10419 -1.52065
C28 -2.12322 1.04444 -2.41410
C29 -1.09281 0.08884 -2.40788
N6 -0.27600 -0.00659 -1.37269
C30 -0.14420 0.99382 -0.48810
C31 0.77535 0.80408 0.60389
N7 1.52553 -0.31597 0.70687
C32 2.47729 -0.39871 1.63194
C33 2.75628 0.61099 2.55753
C34 1.94539 1.77950 2.53062
C35 0.93665 1.88675 1.55178
H12 -0.33711 9.90664 4.92689
H13 -1.48224 11.24233 5.15392
H14 -0.34571 11.26773 3.70762
H15 -2.35644 9.19128 1.19870
H16 -2.02534 6.79176 0.37719
H17 -0.27943 5.73918 4.09783
H18 -0.80676 8.05852 5.06291
H19 -1.91411 4.86936 -0.05552
H20 -2.88293 2.90638 -1.58563
H21 -2.86670 0.91770 -3.20168
H22 -0.99563 -0.63416 -3.17506
H23 3.00675 -1.36514 1.64741
H24 3.43850 0.39361 3.39195
H25 2.23785 2.64241 3.12948
O2 4.63269 -5.33772 3.14033
C36 3.38942 -5.84493 3.19872
O3 3.03183 -6.58069 4.07972
C37 2.40465 -5.35494 2.05420
C38 1.05922 -5.59428 2.29829
N8 0.36168 -5.10984 1.24876
N9 1.19921 -4.48682 0.33540
C39 2.45518 -4.61203 0.84874
C40 3.55146 -3.66421 0.34093
O4 4.63043 -3.85616 0.95754
O5 3.23714 -2.75474 -0.49632
H26 4.85897 -4.66744 2.39904
H27 0.53756 -6.21633 3.08017
H28 -0.64069 -5.06163 1.00003
S1 3.57888 1.82443 -1.77424
C41 2.95999 0.42642 -2.23597
N10 2.40239 -0.63217 -2.26301

These are the Löwdin partial charges, in e, on atoms 1 to 4: atom 1 (Pr): 1.203, atom 2 (C): -0.003, atom 3 (C): -0.025, atom 4 (C): 0.020

***

DFT (ωB97M-V with the def2-TZVPD basis set) results for a structure of composition C41H29Cl2F3N4O2S2SbTi.

Properties
E_LUMO (alpha / beta)	-10.04 / -10.04	eV
E	-5054.536550	Ha
HOMO-LUMO gap (alpha / beta)	6.0 / 6.0	eV
multiplicity	1
net charge	+3

Atoms and positions in Å:
Ti1 -0.18707 0.56561 -0.73922
Cl1 1.90207 -0.04137 0.60821
C1 1.90684 0.98768 2.04343
C2 2.91817 0.81800 2.95743
C3 2.92295 1.67183 4.05615
C4 1.94178 2.63683 4.20800
C5 0.92670 2.76274 3.26888
Cl2 -0.29506 3.94962 3.49931
C6 0.89298 1.93105 2.14409
S1 -0.42438 2.05483 0.98881
H1 3.67562 0.05789 2.82622
H2 3.70214 1.57764 4.80101
H3 1.94997 3.30103 5.06190
O1 6.15020 4.95039 -1.14896
C7 6.05159 3.94366 -2.02963
O2 6.87156 3.76182 -2.87444
C8 4.81834 3.06872 -1.96027
C9 4.94055 1.78689 -2.48952
C10 3.85111 0.93659 -2.53246
C11 2.61688 1.39012 -2.07439
C12 2.48750 2.65748 -1.51720
C13 3.59307 3.49626 -1.46550
N1 1.44813 0.55360 -2.15258
C14 1.33163 -0.27591 -3.12028
C15 0.16267 -1.14146 -3.20330
C16 0.03255 -2.08730 -4.19818
C17 -1.13035 -2.85669 -4.23830
C18 -2.11209 -2.61930 -3.29765
C19 -1.89834 -1.64974 -2.32456
N2 -0.77771 -0.93239 -2.25122
H4 5.50988 4.87848 -0.43212
H5 5.90418 1.47453 -2.87050
H6 3.98058 -0.07271 -2.90266
H7 1.53297 2.99756 -1.13840
H8 3.47453 4.49730 -1.06818
H9 2.09283 -0.34706 -3.89360
H10 0.81818 -2.21975 -4.93051
H11 -1.26176 -3.61242 -5.00173
H12 -3.04317 -3.16886 -3.30073
H13 -2.66351 -1.44172 -1.58979
S2 -2.53508 1.40644 -1.13453
C20 -1.94609 2.39032 -2.38406
N3 -2.74983 3.23267 -3.07692
C21 -2.27273 4.02540 -4.06217
C22 -0.94041 3.97229 -4.37053
C23 -0.15463 3.08932 -3.62877
N4 -0.64572 2.31974 -2.66246
H14 -3.73616 3.26963 -2.83962
H15 -2.99069 4.66754 -4.55490
H16 -0.52250 4.59184 -5.14935
H17 0.91124 3.00531 -3.81585
F1 -1.08945 -6.61385 -1.89837
C24 -1.13485 -5.49259 -1.19097
C25 0.03936 -4.77957 -1.00041
C26 -0.01981 -3.59752 -0.28289
C27 -1.22896 -3.14412 0.24730
C28 -2.39121 -3.88628 0.04228
C29 -2.34984 -5.07078 -0.67792
Sb1 -1.28034 -1.25459 1.16574
C30 -3.20973 -0.94177 1.90303
C31 -3.91033 0.25356 1.77139
C32 -5.13885 0.41557 2.39028
C33 -5.64412 -0.62960 3.14440
F2 -6.81985 -0.47925 3.73418
C34 -4.95671 -1.82184 3.31677
C35 -3.73049 -1.97074 2.69617
C36 -0.19393 -1.40113 2.94573
C37 0.82687 -2.33434 3.11186
C38 1.48826 -2.43119 4.32493
C39 1.10742 -1.58484 5.35350
F3 1.74435 -1.66556 6.51589
C40 0.08836 -0.65518 5.21748
C41 -0.56344 -0.56657 4.00053
H18 0.96846 -5.16396 -1.40086
H19 0.90075 -3.04014 -0.13227
H20 -3.34346 -3.55067 0.43405
H21 -3.23577 -5.67133 -0.83810
H22 -3.50209 1.08527 1.21211
H23 -5.70391 1.33393 2.30776
H24 -5.38120 -2.60119 3.93517
H25 -3.17833 -2.89025 2.85660
H26 1.10382 -3.01195 2.31196
H27 2.27296 -3.15693 4.49246
H28 -0.18656 -0.03387 6.05965
H29 -1.37946 0.14125 3.89218

These are the Löwdin partial charges, in e, on atoms 1 to 4: atom 1 (Ti): 0.390, atom 2 (Cl): 0.828, atom 3 (C): -0.572, atom 4 (C): -0.066

***

DFT (ωB97M-V with the def2-TZVPD basis set) results for a structure of composition C41H29Cl5O2P2Rb.

Properties
E_LUMO	1.75	eV
E	-4738.125510	Ha
HOMO-LUMO gap	5.4	eV
multiplicity	1
net charge	-1

Atoms and positions in Å:
Rb1 0.27543 2.48968 0.43789
Cl1 0.52149 5.96568 0.20771
C1 -1.20585 5.99244 -0.22148
C2 -1.83150 4.79080 -0.48601
C3 -3.15980 4.90369 -0.82809
Cl2 -4.04977 3.41877 -1.21894
C4 -3.86037 6.10647 -0.90228
Cl3 -5.53875 6.17030 -1.33838
C5 -3.17869 7.28852 -0.61541
Cl4 -4.00507 8.81139 -0.69005
C6 -1.82838 7.23895 -0.27134
Cl5 -0.98053 8.71063 0.07890
O1 -2.13275 0.93521 0.76038
P1 -2.46683 -0.44013 0.32579
C7 -1.40421 -1.70556 1.13469
P2 0.30699 -1.56545 0.51958
O2 0.63094 -0.19583 0.04083
C8 0.42711 -2.77861 -0.81209
C9 1.09669 -2.35190 -1.95625
C10 1.21292 -3.19766 -3.05108
C11 0.66276 -4.47037 -3.00815
C12 -0.00392 -4.90022 -1.86762
C13 -0.12353 -4.05681 -0.77304
C14 1.39953 -2.07322 1.85891
C15 2.13565 -1.06154 2.47076
C16 3.02367 -1.37688 3.49088
C17 3.17585 -2.69279 3.89826
C18 2.44863 -3.70548 3.28152
C19 1.56644 -3.39830 2.25849
C20 -2.28495 -0.69491 -1.44768
C21 -2.58558 -1.92257 -2.03571
C22 -2.37676 -2.11862 -3.39095
C23 -1.87747 -1.07889 -4.16665
C24 -1.58889 0.14713 -3.58686
C25 -1.78456 0.34553 -2.22574
C26 -4.15155 -0.97498 0.72616
C27 -4.46067 -1.55745 1.95314
C28 -5.77523 -1.87053 2.26856
C29 -6.79073 -1.59462 1.36321
C30 -6.49228 -1.00107 0.14450
C31 -5.17881 -0.69124 -0.17349
H1 -1.79933 -2.71319 0.99560
H2 -1.41391 -1.47404 2.20181
H3 1.50744 -1.34951 -1.98062
H4 1.72923 -2.85779 -3.93972
H5 0.74946 -5.12857 -3.86353
H6 -0.43618 -5.89281 -1.83331
H7 -0.65921 -4.40262 0.10411
H8 2.05714 -0.04153 2.11125
H9 3.61555 -0.58957 3.93891
H10 3.87888 -2.93757 4.68455
H11 2.58399 -4.73530 3.58745
H12 1.02489 -4.19421 1.76113
H13 -2.98300 -2.73056 -1.42987
H14 -2.59976 -3.07801 -3.84045
H15 -1.71335 -1.22778 -5.22666
H16 -1.20219 0.95743 -4.19115
H17 -1.53593 1.30613 -1.79026
H18 -3.67831 -1.76488 2.67289
H19 -6.00621 -2.32342 3.22440
H20 -7.81671 -1.83473 1.61199
H21 -7.28342 -0.77134 -0.55763
H22 -4.94976 -0.21779 -1.12054
C32 6.38870 -0.46267 0.37787
C33 5.03726 -0.77526 0.10504
C34 4.08254 0.20517 0.17574
C35 4.38722 1.54959 0.52608
C36 3.32973 2.52753 0.60887
C37 3.78437 3.80972 0.87949
C38 5.14703 4.14898 1.08730
C39 6.12243 3.19253 1.04514
C40 5.76431 1.85454 0.75983
C41 6.73801 0.82196 0.68955
H23 7.14518 -1.23804 0.32734
H24 4.76354 -1.79139 -0.16118
H25 3.04276 -0.00904 -0.04366
H26 3.07247 4.63249 0.95726
H27 5.41547 5.18248 1.29214
H28 7.16553 3.44042 1.21789
H29 7.77749 1.07307 0.88203

These are the Löwdin partial charges, in e, on atoms 1 to 4: atom 1 (Rb): 0.750, atom 2 (Cl): 0.568, atom 3 (C): -0.715, atom 4 (C): -0.205

***

DFT (ωB97M-V with the def2-TZVPD basis set) results for a structure of composition C41H30Cl3N9O4S2Se2Tl.

Properties
E_LUMO	1.32	eV
E	-9526.496788	Ha
HOMO-LUMO gap	6.5	eV
multiplicity	1
net charge	-1

Atoms and positions in Å:
Tl1 0.18570 -1.12164 -0.08547
C1 -3.45507 -4.76629 0.02184
C2 -2.32873 -3.98401 0.24368
N1 -2.36484 -2.66751 0.10946
C3 -3.52312 -2.11906 -0.24435
C4 -4.65300 -2.90987 -0.44084
N2 -4.62496 -4.23114 -0.31451
C5 -3.54768 -0.63525 -0.38188
C6 -4.49063 0.02109 -1.16254
C7 -4.44974 1.40918 -1.23112
C8 -3.46255 2.07525 -0.51654
C9 -2.54445 1.33646 0.22513
N3 -2.60270 0.01069 0.28858
C10 -1.42567 1.96271 0.98466
C11 -1.34269 3.32593 1.23109
N4 -0.37019 3.85122 1.96993
C12 0.53099 3.00200 2.44616
C13 0.47661 1.63762 2.17930
N5 -0.50762 1.12746 1.46130
C14 -5.41703 2.15937 -2.06617
C15 -5.86573 1.66069 -3.28416
C16 -6.76647 2.40413 -4.02928
N6 -7.24583 3.58576 -3.64874
C17 -6.81404 4.05926 -2.48245
C18 -5.91213 3.39609 -1.66615
H1 -3.41297 -5.84416 0.12590
H2 -1.37996 -4.42129 0.53419
H3 -5.61113 -2.46524 -0.68534
H4 -5.23986 -0.53304 -1.71136
H5 -3.37548 3.15076 -0.59231
H6 -2.08171 4.01996 0.84766
H7 1.32345 3.41220 3.06164
H8 1.22541 0.94434 2.54271
H9 -5.50224 0.71468 -3.66329
H10 -7.11742 2.03104 -4.98526
H11 -7.21262 5.02146 -2.18008
H12 -5.61773 3.83187 -0.72057
Se1 1.68148 -3.99430 -3.73806
Se2 -0.21245 -4.58787 -2.58120
C19 -1.46153 -3.26703 -3.23683
C20 -2.80621 -3.62763 -3.31694
C21 -3.70885 -2.67679 -3.75602
C22 -3.24117 -1.41794 -4.10956
C23 -1.88296 -1.16875 -3.99529
N7 -1.00817 -2.07219 -3.56083
C24 2.67874 -3.01524 -2.40323
C25 3.52812 -2.02327 -2.87193
C26 4.33542 -1.38444 -1.94833
C27 4.25545 -1.76136 -0.61844
C28 3.34521 -2.73743 -0.25730
N8 2.55669 -3.36920 -1.13656
H13 -3.12788 -4.62605 -3.05155
H14 -4.76126 -2.92336 -3.83565
H15 -3.90252 -0.64714 -4.48326
H16 -1.47255 -0.20206 -4.26508
H17 3.50534 -1.72124 -3.90852
H18 4.96821 -0.56273 -2.25207
H19 4.83816 -1.26382 0.14254
H20 3.20326 -3.00956 0.78192
C29 3.18200 3.38333 0.08938
S1 2.58695 1.89790 -0.70108
O1 2.76572 0.83479 0.28928
O2 3.41745 1.75639 -1.88714
O3 1.17420 2.15187 -0.99093
H21 4.26622 3.31980 0.15747
H22 2.74515 3.46300 1.08134
H23 2.88973 4.23698 -0.51924
C30 7.19108 1.36446 8.12486
C31 6.07952 0.82246 7.25489
O4 4.93492 1.16793 7.35895
S2 6.67107 -0.35782 6.05760
C32 5.20497 -0.72060 5.13766
C33 4.31319 -1.68428 5.59428
C34 3.18168 -1.98419 4.85775
C35 2.92253 -1.33460 3.64483
C36 3.83067 -0.36510 3.19363
C37 4.95845 -0.06325 3.93693
C38 1.76326 -1.63638 2.86336
C39 0.77426 -1.85161 2.16950
H24 6.79053 1.58852 9.11148
H25 7.55336 2.29064 7.67628
H26 8.02529 0.66838 8.20010
H27 4.50766 -2.19297 6.53002
H28 2.48211 -2.73024 5.21090
H29 3.62640 0.14546 2.25890
H30 5.65527 0.68711 3.58405
Cl1 -1.26293 2.36240 -2.85519
C40 0.09911 2.46440 -3.97528
Cl2 1.11775 3.85757 -3.64484
Cl3 -0.55723 2.59986 -5.64044
C41 0.87495 1.22595 -3.92947
N9 1.44795 0.23850 -4.01844

These are the Löwdin partial charges, in e, on atoms 1 to 4: atom 1 (Tl): 0.706, atom 2 (C): -0.123, atom 3 (C): -0.125, atom 4 (N): 0.109

***

DFT (ωB97M-V with the def2-TZVPD basis set) results for a structure of composition C41H30ClHfN9O6.

Properties
E_LUMO	-1.86	eV
E	-3033.141556	Ha
HOMO-LUMO gap	5.4	eV
multiplicity	1

Atoms and positions in Å:
Hf1 0.02139 -0.47391 -0.36647
C1 -2.00638 0.52839 2.66650
N1 -1.72474 1.09726 1.35424
C2 -0.95820 2.32986 1.42718
C3 0.42521 1.93867 1.82728
N2 0.92529 0.75487 1.57210
C4 2.22271 0.76817 2.08781
C5 3.23110 -0.19602 2.05590
C6 4.45044 0.14326 2.60719
C7 4.67671 1.39958 3.18604
C8 3.68820 2.36234 3.22814
C9 2.46642 2.02022 2.66526
N3 1.28871 2.73230 2.49525
C10 -2.36598 -0.90772 2.48996
N4 -2.12043 -1.57290 1.40033
C11 -2.55988 -2.87411 1.65421
C12 -2.57153 -4.01341 0.84992
C13 -3.04193 -5.18617 1.40537
C14 -3.51587 -5.24325 2.72059
C15 -3.53998 -4.12095 3.52456
C16 -3.05073 -2.94840 2.96721
N5 -2.92572 -1.66477 3.47128
H1 -2.80213 1.06032 3.20322
H2 -1.10128 0.59137 3.27692
H3 -2.59153 1.22727 0.84731
H4 -1.36218 3.06544 2.13643
H5 -0.93683 2.79187 0.43588
H6 3.07204 -1.16258 1.59691
H7 5.25506 -0.57920 2.58608
H8 5.65076 1.61885 3.60240
H9 3.85791 3.33710 3.66688
H10 1.13360 3.69235 2.74906
H11 -2.22743 -3.97444 -0.17182
H12 -3.03432 -6.09214 0.81439
H13 -3.86912 -6.18622 3.11497
H14 -3.90488 -4.15613 4.54297
H15 -3.18027 -1.36590 4.39496
O1 3.11861 -5.61297 3.63314
C17 2.02081 -5.75849 3.08103
O2 1.23886 -6.70792 2.93925
C18 1.49784 -4.45421 2.39507
C19 1.33473 -3.29346 3.14829
C20 0.84256 -2.15561 2.54845
N6 0.50363 -2.09950 1.25825
C21 0.63293 -3.23134 0.53728
C22 1.12418 -4.40921 1.05505
C23 0.11948 -3.13287 -0.88320
O3 0.48150 -3.89216 -1.75097
O4 -0.74887 -2.15731 -1.04339
H16 1.60962 -3.28740 4.19466
H17 0.71179 -1.24261 3.12001
H18 1.19243 -5.28150 0.41931
N7 -1.56517 7.39419 -7.22171
C24 -1.40336 6.58853 -6.41841
C25 -1.20230 5.57195 -5.43149
C26 -1.50373 4.24472 -5.73795
C27 -1.30116 3.25605 -4.79435
C28 -0.79594 3.56522 -3.53039
C29 -0.49946 4.89735 -3.23626
C30 -0.70185 5.89388 -4.17148
C31 -0.56396 2.50042 -2.52604
C32 -1.65560 1.68470 -2.18334
C33 -2.98529 1.84188 -2.64080
C34 -3.70920 0.76759 -2.16124
C35 -2.81625 -0.00032 -1.40866
N8 -1.58995 0.55053 -1.38330
C36 0.73355 2.35840 -2.03084
C37 1.88826 3.03949 -2.50678
C38 2.95941 2.54090 -1.80658
C39 2.43660 1.57403 -0.93217
N9 1.10981 1.44906 -1.04117
H19 -1.89611 4.00078 -6.71551
H20 -1.50404 2.22332 -5.04420
H21 -0.12207 5.15403 -2.25552
H22 -0.47783 6.92441 -3.93171
H23 -3.35112 2.66201 -3.23514
H24 -4.74981 0.55110 -2.33855
H25 -3.00715 -0.92870 -0.89186
H26 1.91521 3.76631 -3.30038
H27 3.99626 2.81831 -1.90292
H28 3.01275 0.96078 -0.26156
Cl1 4.07032 -2.74183 -2.09319
C40 2.75152 -1.96328 -2.97845
C41 1.76638 -1.26695 -2.06638
O5 1.95156 -1.23873 -0.80335
O6 0.76168 -0.71416 -2.55310
H29 2.21432 -2.71982 -3.54403
H30 3.17939 -1.23083 -3.65983

These are the Löwdin partial charges, in e, on atoms 1 to 4: atom 1 (Hf): 1.799, atom 2 (C): -0.120, atom 3 (N): -0.082, atom 4 (C): -0.120